No. 1
Density functional theory data (the ωB97M-V functional and the def2-TZVPD basis) for a molecular structure, C24H33CaN4O12 at a distorted geometry.

Each line ends with the Löwdin charge.
Positions of all 74 atoms, in Å:
Ca  9.68948  -4.90813  -27.85718  1.069
N  9.37003  -2.43031  -29.37056  -0.642
O  9.03602  -2.70034  -28.22884  -0.158
O  9.80550  -3.36827  -29.96726  -0.075
O  9.39610  -1.31933  -29.76153  0.037
C  15.53061  -1.85571  -29.84765  0.006
C  15.08602  -3.21433  -29.25872  -0.339
C  15.26710  -3.30070  -27.80729  -0.089
O  13.97546  -3.65534  -27.31133  0.111
C  13.12309  -3.77604  -28.31001  -0.508
O  11.95414  -4.10117  -28.23050  -0.026
O  13.70606  -3.33851  -29.44803  0.103
H  14.99125  -1.04846  -29.35213  0.100
H  15.33816  -1.76579  -30.91676  0.068
H  16.61358  -1.76728  -29.76129  0.089
H  15.62752  -4.03933  -29.72158  0.158
H  15.63088  -2.41553  -27.28553  0.145
H  15.94879  -4.12559  -27.60000  0.141
C  9.37106  -0.92527  -22.52059  -0.002
C  10.64015  -1.75239  -22.89991  -0.278
C  10.65275  -3.19982  -22.49077  -0.108
O  10.75192  -3.93315  -23.65362  0.128
C  10.67198  -3.19716  -24.69458  -0.527
O  10.45115  -3.53963  -25.85335  -0.014
O  10.71631  -1.87674  -24.33499  0.073
H  9.13142  -1.07151  -21.46736  0.085
H  8.54529  -1.31103  -23.11842  0.091
H  9.49780  0.12802  -22.77083  0.078
H  11.50898  -1.21547  -22.51919  0.150
H  9.70601  -3.43140  -22.00277  0.139
H  11.40779  -3.48691  -21.75893  0.144
C  9.94674  -3.85624  -34.00771  0.004
C  9.16143  -5.24001  -33.95275  -0.281
C  9.23276  -5.91723  -32.59945  -0.136
O  7.90928  -6.06771  -32.23808  0.072
C  7.08434  -5.48602  -33.10706  -0.590
O  5.91022  -5.31456  -32.95266  0.151
O  7.77935  -4.98292  -34.11079  0.102
H  9.93048  -3.33702  -33.04945  0.051
H  9.55487  -3.33039  -34.87835  0.092
H  10.99424  -4.15538  -34.04461  0.070
H  9.63459  -5.92462  -34.65669  0.145
H  9.78420  -5.27788  -31.91006  0.110
H  9.69296  -6.90524  -32.61225  0.134
N  11.93884  -1.33419  -31.83602  0.038
C  12.04029  0.03428  -31.92869  -0.118
C  13.15571  0.29553  -32.71827  -0.116
C  13.70735  -0.91426  -33.09179  -0.158
C  12.91873  -1.90552  -32.62723  -0.154
H  11.25647  -1.85630  -31.30509  0.099
H  11.27880  0.69250  -31.53717  0.105
H  13.54577  1.23908  -33.07038  0.093
H  14.61549  -1.01375  -33.66780  0.100
H  13.08142  -2.97172  -32.57111  0.108
N  8.94210  0.64337  -27.56009  0.040
C  8.86318  1.91669  -27.80208  -0.181
C  8.69041  2.62803  -26.63800  -0.128
C  8.67415  1.72074  -25.62170  -0.145
C  8.94095  0.49579  -26.16703  -0.113
H  9.05579  -0.14184  -28.18507  0.099
H  8.86905  2.23990  -28.83257  0.116
H  8.57894  3.69620  -26.52409  0.093
H  8.54640  1.89968  -24.56431  0.088
H  8.97475  -0.51498  -25.78809  0.088
N  8.38989  -1.07961  -32.36078  0.001
C  8.51274  -0.17094  -33.37498  -0.138
C  7.38700  -0.25996  -34.22096  -0.106
C  6.68399  -1.35855  -33.73911  -0.118
C  7.21364  -1.73620  -32.48061  -0.122
H  9.02435  -1.07658  -31.57493  0.077
H  9.34619  0.51135  -33.45399  0.092
H  7.21166  0.33454  -35.10540  0.087
H  5.80881  -1.80484  -34.18774  0.091
H  6.87000  -2.41726  -31.71611  0.110

Cartesian forces, eV/Å:
0.470 0.502 0.114
0.673 -1.297 2.204
-2.032 0.496 3.701
1.560 -3.295 -4.037
-0.156 3.956 -1.643
0.059 -0.754 -0.228
1.246 1.967 -2.117
0.799 -0.706 1.888
-0.322 -0.592 0.957
-1.008 0.931 -0.829
1.450 0.000 0.014
-1.708 -1.138 -0.090
0.213 0.027 0.127
-0.309 -0.255 0.030
0.013 0.217 0.381
-0.295 -0.026 -0.420
-0.264 0.125 -0.172
-0.022 0.069 0.439
0.656 -1.037 -0.628
-0.387 1.391 -0.064
-0.903 0.272 2.604
0.468 -2.885 0.093
-1.337 2.547 -2.923
0.761 0.050 1.944
0.194 -0.455 -0.578
0.099 0.177 0.036
-0.147 0.005 0.062
0.096 -0.102 0.152
0.202 -0.064 -0.350
-0.201 -0.249 -0.108
0.339 0.079 -0.395
-0.409 -2.361 0.426
1.781 1.775 0.447
1.287 -0.028 -0.046
-1.280 -0.761 1.554
-1.151 1.080 0.587
0.418 -0.599 -0.055
0.384 -0.127 -1.684
-0.865 0.335 -0.216
0.488 0.399 0.282
0.217 0.235 -0.799
-0.818 0.172 -0.781
-0.197 -0.059 0.397
0.109 0.042 -0.106
0.207 0.186 -0.761
0.475 -0.169 -0.474
-0.945 1.299 0.628
1.078 -0.435 -1.119
-0.473 -1.026 1.740
-0.009 0.126 -0.077
0.175 -0.091 0.166
-0.287 0.153 0.325
-0.130 -0.188 -0.089
-0.099 0.038 -0.226
0.792 -2.540 2.960
-0.519 2.926 -2.147
-0.190 1.837 -1.375
0.661 -1.590 1.948
-0.874 -1.453 -1.116
0.017 0.301 -0.249
0.029 0.317 0.094
-0.027 -0.070 -0.264
0.036 0.107 -0.051
0.037 0.215 0.256
0.341 1.438 -0.373
-0.792 0.610 -0.911
2.346 -0.363 0.738
-1.372 -0.710 1.849
-0.263 -0.388 -1.821
-0.383 -0.200 0.035
0.042 -0.157 0.209
0.036 -0.179 0.045
-0.106 0.102 0.182
0.024 -0.157 -0.290

Gap between HOMO and LUMO (alpha / beta) = 4.5145 / 7.2764 eV
E_tot = -74388.3252 eV
Lowest unoccupied orbital energy (alpha / beta) = 0.04 / -0.02 eV
Spin multiplicity = 2



No. 2
Density functional theory data (the ωB97M-V functional and the def2-TZVPD basis) for a molecular structure, C24H18N9O2SeV at a distorted geometry.

Each line ends with the Löwdin charge.
Positions of all 55 atoms, in Å:
V  -0.02800  -0.24653  -0.02982  1.019
N  -0.63736  -3.43367  0.64718  0.200
C  -1.76178  -2.76545  0.32861  -0.401
N  -2.88152  -3.44050  0.17795  0.206
C  -3.98016  -2.71765  -0.06894  -0.384
N  -5.12386  -3.34581  -0.25625  0.229
N  -4.00794  -1.34895  -0.11919  0.218
C  -2.84913  -0.78184  -0.01209  -0.256
N  -1.66000  -1.41905  0.14979  0.047
C  -2.74665  0.69786  -0.05138  -0.187
C  -3.84433  1.53149  -0.01438  0.048
C  -3.62704  2.90445  0.00731  0.017
C  -2.32751  3.38768  -0.01023  0.007
C  -1.27726  2.48603  -0.05875  -0.079
N  -1.48310  1.16707  -0.08544  -0.036
H  -0.75650  -4.41900  0.83635  0.132
H  0.06729  -2.96723  1.20047  0.110
H  -5.15961  -4.35120  -0.20165  0.137
H  -5.96798  -2.81837  -0.41025  0.135
H  -4.83518  1.10287  0.01089  0.132
H  -4.46425  3.58677  0.04661  0.134
H  -2.12068  4.44746  0.01671  0.131
H  -0.24356  2.81677  -0.07510  0.138
O  1.63004  -0.32960  3.51351  0.186
C  1.48014  -0.13506  2.34893  -0.502
O  0.29257  -0.08685  1.73161  -0.161
C  2.58696  0.07156  1.34621  -0.169
C  3.91637  -0.07499  1.74725  0.043
C  4.88989  0.02999  0.79298  0.054
C  4.53541  0.36952  -0.52758  -0.130
C  5.51312  0.56387  -1.53689  0.001
C  5.15178  1.00514  -2.77372  -0.035
C  3.79773  1.30382  -3.04649  -0.031
C  2.83021  1.09836  -2.10545  -0.031
C  3.16872  0.58266  -0.83210  -0.188
N  2.19242  0.34616  0.10890  0.099
H  4.12546  -0.28570  2.78601  0.138
H  5.93219  -0.11500  1.04357  0.139
H  6.55127  0.38192  -1.29424  0.129
H  5.89919  1.16303  -3.53729  0.121
H  3.53051  1.72030  -4.00787  0.121
H  1.80542  1.37865  -2.30461  0.079
Se  -0.93861  0.68608  -3.16317  1.229
N  0.00491  -0.41416  -2.06691  -0.353
C  0.76487  -1.19492  -2.83376  -0.349
C  1.65626  -2.20330  -2.37316  -0.021
C  2.37201  -2.89568  -3.29524  -0.015
C  2.25631  -2.65024  -4.70476  -0.027
C  1.41383  -1.70865  -5.18573  0.018
C  0.63844  -0.94953  -4.25074  -0.352
N  -0.20756  -0.00056  -4.59812  -0.180
H  1.76133  -2.41443  -1.31399  0.109
H  3.05492  -3.66678  -2.96455  0.125
H  2.85454  -3.24225  -5.38257  0.124
H  1.30077  -1.50925  -6.24053  0.132

Cartesian forces, eV/Å:
0.992 -0.235 -0.168
0.122 -0.033 0.020
-0.073 -0.145 -0.002
0.096 0.063 0.054
0.022 0.069 -0.030
-0.014 0.011 -0.007
0.096 -0.002 0.019
-0.114 0.010 -0.057
-0.420 -0.023 0.044
-0.055 -0.030 -0.009
0.069 -0.004 -0.005
0.060 -0.025 -0.003
0.004 -0.038 -0.012
0.055 0.130 -0.016
-0.346 0.268 -0.001
0.009 0.019 -0.002
-0.090 -0.021 -0.005
0.003 0.010 -0.001
0.022 -0.017 0.005
-0.012 -0.012 0.000
-0.021 0.024 0.000
0.002 0.013 0.003
-0.068 -0.008 0.016
0.156 0.000 -0.107
-0.081 -0.031 -0.058
-0.192 0.071 1.004
0.135 -0.089 0.166
-0.010 0.026 -0.020
-0.047 -0.001 0.013
0.004 0.038 -0.038
-0.054 0.011 0.035
-0.036 -0.001 0.005
0.023 -0.021 0.026
-0.028 -0.080 0.087
-0.088 0.101 -0.126
-0.229 -0.061 -0.152
-0.008 -0.018 0.007
0.042 -0.009 0.007
0.028 -0.011 0.008
0.025 0.014 -0.025
-0.011 0.011 -0.035
-0.025 -0.015 -0.020
0.080 -0.105 -0.050
-0.034 0.134 -0.620
0.053 -0.092 0.134
0.001 0.036 0.058
-0.003 0.009 0.019
-0.049 0.047 -0.024
0.024 -0.030 0.045
-0.014 0.029 -0.103
0.001 0.008 0.032
-0.019 0.014 -0.049
0.014 -0.011 0.005
0.009 -0.007 -0.014
-0.006 0.008 -0.052

Gap between HOMO and LUMO (alpha / beta) = 6.9653 / 7.2374 eV
E_tot = -133710.4711 eV
Total charge = +2
Lowest unoccupied orbital energy (alpha / beta) = -7.48 / -7.24 eV
Spin multiplicity = 3



No. 3
Density functional theory data (the ωB97M-V functional and the def2-TZVPD basis) for a molecular structure, C8H31BaN9O7 at a distorted geometry.

Each line ends with the Löwdin charge.
Positions of all 56 atoms, in Å:
Ba  0.32772  -0.03761  -0.49490  2.103
C  2.74579  -0.08575  -3.43769  -0.654
O  1.64216  -0.33234  -2.91283  -0.160
N  3.05160  1.13950  -3.93317  0.189
N  3.75961  -0.94921  -3.42100  0.190
H  3.90237  1.28822  -4.44269  0.113
H  2.41065  1.90281  -3.83961  0.099
H  4.63733  -0.80869  -3.88946  0.119
H  3.57042  -1.91666  -3.21651  0.120
C  1.09768  0.12928  3.42772  -0.638
O  0.91378  -0.17731  2.24046  -0.136
N  0.05484  0.38983  4.26337  0.177
N  2.30230  0.46373  3.92800  0.182
H  -0.84978  0.03702  4.01216  0.094
H  0.19763  0.49450  5.25464  0.115
H  2.37028  0.95633  4.80212  0.117
H  3.14512  0.44131  3.38777  0.096
C  -2.41856  2.30936  0.98095  -0.650
O  -1.33908  1.78870  0.62542  -0.182
N  -3.04988  3.24156  0.26561  0.194
N  -3.01760  1.92182  2.13541  0.186
H  -2.63436  3.57632  -0.58460  0.119
H  -3.99636  3.50727  0.47220  0.120
H  -3.95702  2.27874  2.21216  0.112
H  -2.78118  1.07690  2.61263  0.093
C  2.82404  2.01477  0.46370  -0.683
O  2.78656  1.08381  -0.34388  -0.133
N  3.64073  2.12277  1.51587  0.185
N  1.91138  3.03460  0.40175  0.182
H  3.41531  2.81929  2.20151  0.115
H  4.41485  1.49427  1.63541  0.129
H  1.73763  3.34666  1.34196  0.110
H  1.22039  3.02394  -0.32076  0.056
C  -2.67972  -3.39588  1.62822  -0.047
C  -1.64114  -2.74373  0.70254  -0.416
C  -1.56835  -3.24862  -0.73400  -0.168
O  -0.70522  -2.37456  -1.46750  -0.392
C  -0.36043  -2.93079  -2.75812  -0.057
N  -1.85744  -1.26789  0.84226  -0.059
H  -3.64017  -3.15657  1.16203  0.090
H  -2.57908  -3.07599  2.66219  0.086
H  -2.58283  -4.48419  1.65205  0.093
H  -0.74332  -2.97641  1.28786  0.142
H  -2.57561  -3.21241  -1.16318  0.143
H  -1.17952  -4.26652  -0.69272  0.146
H  0.66201  -3.31013  -2.70793  0.096
H  -0.30904  -2.14002  -3.50444  0.087
H  -1.03097  -3.74409  -3.02494  0.102
H  -2.85764  -1.12515  0.69758  0.086
H  -1.78955  -1.15907  1.85097  0.054
O  -1.92263  -0.00378  -2.12133  -0.146
H  -2.72148  0.53361  -2.18183  0.072
H  -2.22592  -0.91133  -2.24523  0.045
O  0.19297  2.22228  -2.12307  -0.164
H  0.48243  3.13590  -2.23893  0.069
H  -0.40373  2.05954  -2.86623  0.062

Cartesian forces, eV/Å:
0.245 0.215 0.171
-0.581 1.246 0.818
0.228 -0.217 -0.242
-0.084 -0.175 -0.209
0.705 -1.534 -0.168
0.036 0.123 0.000
-0.157 -0.132 -0.010
-0.055 0.348 -0.068
-0.208 0.124 0.099
-0.289 1.325 -0.923
0.135 -0.567 0.313
-0.240 -0.324 0.381
0.423 0.005 0.623
0.061 -0.046 -0.148
0.091 -0.060 -0.008
-0.044 -0.196 0.106
-0.216 -0.247 -0.366
1.757 -1.878 0.156
-0.536 0.756 0.048
-0.426 0.485 -0.375
-1.014 1.038 -0.461
0.049 -0.030 0.044
0.039 0.212 -0.032
-0.050 -0.345 0.725
0.207 -0.083 -0.132
-1.249 -0.395 -0.926
0.780 0.047 -0.006
0.478 -0.244 0.333
0.891 -0.124 0.780
0.641 0.094 0.115
-0.008 0.023 0.001
-0.953 0.863 -0.439
-0.393 -0.120 0.345
-0.308 -1.023 -1.606
0.120 0.081 2.133
-0.124 0.802 1.156
-0.222 -0.728 -0.405
0.848 0.080 0.180
-0.124 -0.775 -0.149
-0.364 -0.122 0.681
-0.126 0.365 -0.109
-0.058 -0.006 -0.101
0.678 0.293 -0.875
0.017 -0.281 -0.200
-0.093 -0.064 -0.313
-0.085 -0.261 0.112
-0.446 0.070 0.053
-0.130 0.158 -0.138
0.061 0.217 -0.365
0.312 0.420 -0.036
-0.445 0.232 -0.183
0.087 0.045 0.005
0.197 -0.015 -0.031
-0.095 0.529 -0.292
-0.044 -0.051 -0.100
0.080 -0.151 0.040

Gap between HOMO and LUMO = 10.3077 eV
E_tot = -37231.3678 eV
Total charge = +2
Lowest unoccupied orbital energy = -4.77 eV